71
Properties=species:S:1:pos:R:3 method="wB97M-V/def2-TZVPD" total_energy_ev=-78189.167 multiplicity=4 total_charge=+2
C -2.91679 1.55844 1.76147
C -2.01912 0.84347 2.74309
C -1.85545 1.67143 4.02585
C -0.74912 0.49478 1.97430
C -0.58139 -0.65951 1.06255
O 0.32164 0.96936 2.58971
Si 1.94159 0.88556 3.16732
C 2.90115 -0.36454 2.18611
C 2.55456 2.63195 3.01633
C 2.01549 0.34886 4.96370
H -3.02898 0.94893 0.86311
H -3.92915 1.74136 2.15109
H -2.46947 2.51855 1.46113
H -2.45426 -0.13220 3.01723
H -1.27859 1.13631 4.78474
H -1.39197 2.64852 3.84300
H -2.84461 1.85621 4.46877
H 0.52884 -0.73166 0.94308
H -0.84296 -1.41042 1.86079
H 3.96417 -0.25277 2.45444
H 2.58828 -1.38377 2.45290
H 2.80498 -0.23000 1.10064
H 3.60773 2.68468 3.33666
H 2.48979 2.98929 1.97852
H 1.97240 3.31567 3.65379
H 3.06952 0.39724 5.29113
H 1.42835 0.99526 5.63183
H 1.67585 -0.68963 5.09290
O 3.20062 3.99754 -1.70813
C 2.79936 3.23280 -2.48178
Cr 2.29741 1.75088 -3.57802
C 2.41168 0.83009 -1.94912
O 2.51099 0.31695 -0.90848
C 4.16015 1.32720 -3.67542
O 5.28061 1.06261 -3.53095
C 1.95326 2.36566 -5.62425
C 1.04079 3.02075 -4.78785
C 0.25803 2.29043 -3.88294
C 0.35077 0.89110 -3.76641
C -0.20504 0.23230 -2.54845
C -0.53235 -0.29310 -1.49412
C -1.07123 -1.10265 -0.30778
C -0.44314 -2.57800 -0.37632
C 0.38122 -3.01945 -1.42464
C 1.09995 -4.22487 -1.30435
C 1.01443 -4.99911 -0.14562
C 0.19676 -4.56811 0.89729
C -0.56618 -3.40964 0.74851
C -2.60381 -1.13727 -0.43354
C -3.32489 -0.17519 -1.17140
C -4.70462 0.01699 -0.94570
C -5.38640 -0.82683 -0.06343
C -4.71508 -1.92069 0.49556
C -3.35359 -2.11490 0.23038
C 1.24250 0.24327 -4.65978
C 2.02241 0.96435 -5.57579
H 2.60210 2.93872 -6.29411
H 0.97960 4.11028 -4.80308
H -0.39430 2.81062 -3.17993
H 0.43011 -2.44433 -2.35157
H 1.70084 -4.58866 -2.13574
H 1.56223 -5.93685 -0.04214
H 0.08970 -5.13704 1.81809
H -1.25201 -3.16777 1.56752
H -2.80420 0.42066 -1.92368
H -5.24238 0.80249 -1.48802
H -6.43928 -0.65003 0.17046
H -5.26237 -2.65474 1.08882
H -2.88165 -3.06020 0.48665
H 1.36566 -0.84024 -4.58922
H 2.72882 0.44267 -6.22771

87
Properties=species:S:1:pos:R:3 method="wB97M-V/def2-TZVPD" total_energy_ev=-110126.367 total_charge=-1
Sc -1.32709 -0.04821 -0.71260
C -4.59289 0.16691 -1.59214
N -3.79995 -0.36655 -0.48526
C -3.97709 -1.82995 -0.42192
C -3.03498 -2.51271 -1.39743
N -1.66348 -2.16871 -1.06258
C -0.77962 -3.19493 -0.88230
C 0.48967 -3.17974 -1.47763
F 0.83317 -2.18636 -2.31624
C 1.44121 -4.15631 -1.23969
F 2.64273 -4.07465 -1.83535
C 1.16002 -5.23368 -0.41465
F 2.08436 -6.18426 -0.18526
C -0.08740 -5.29755 0.18115
F -0.37831 -6.30613 1.02176
C -1.01391 -4.29436 -0.04203
F -2.17240 -4.36431 0.65130
C -4.18203 0.32372 0.74742
C -3.34569 -0.12259 1.92298
N -1.92865 -0.03273 1.60039
C -1.13303 -0.10658 2.69316
C 0.16746 0.43947 2.66425
F 0.58830 1.02478 1.52849
C 1.02921 0.48643 3.73472
F 2.23118 1.09907 3.59562
C 0.66245 -0.02823 4.96731
F 1.50231 0.00880 6.02230
C -0.58970 -0.60017 5.05631
F -0.97823 -1.16223 6.21368
C -1.44156 -0.65199 3.96291
F -2.59393 -1.33311 4.17542
H -5.66220 -0.03200 -1.42099
H -4.45206 1.24284 -1.65888
H -4.28833 -0.26935 -2.53798
H -3.72651 -2.17567 0.57907
H -5.03065 -2.08498 -0.62214
H -3.21887 -3.59354 -1.37012
H -3.25946 -2.18778 -2.42302
H -4.02642 1.39218 0.57202
H -5.25316 0.17046 0.96541
H -3.60242 0.53787 2.76455
H -3.65767 -1.12486 2.23231
C -0.58793 3.30000 -2.62749
C -1.89388 2.69660 -2.12695
C -2.99092 3.74590 -2.04665
O -1.70388 2.12001 -0.81735
C -2.27313 1.51954 -3.04125
O -2.84889 1.72785 -4.09170
O -1.91343 0.36053 -2.59122
H -0.24183 4.07604 -1.94245
H -0.76402 3.73731 -3.61039
H 0.19225 2.54415 -2.70051
H -2.64238 4.60871 -1.47705
H -3.87683 3.34790 -1.55521
H -3.26129 4.05996 -3.05303
H -1.48473 2.83564 -0.16385
N 1.26713 3.68975 1.62339
C 0.19741 3.94121 2.38567
N 0.41663 4.04786 3.71458
S -1.35091 4.14550 1.75773
H 2.10362 3.34619 2.06689
H 1.09575 3.30724 0.69590
H 1.26018 3.68118 4.12313
H -0.40385 4.09393 4.29470
C 6.84954 -1.73543 -1.22385
C 5.51943 -1.04564 -1.09689
C 5.19223 0.03624 -1.90236
C 3.96107 0.67313 -1.80996
C 3.67756 1.81897 -2.74636
C 3.01394 0.19328 -0.89598
C 3.31630 -0.90081 -0.08038
C 2.39343 -1.44875 0.97899
C 4.57289 -1.48827 -0.18893
C 1.67983 0.88969 -0.82392
O 1.63324 2.11140 -0.73984
O 0.64364 0.12660 -0.90321
H 7.50454 -1.20342 -1.91235
H 6.72843 -2.75343 -1.59771
H 7.35453 -1.80091 -0.25904
H 5.90823 0.39022 -2.63567
H 4.45470 1.86688 -3.50874
H 3.63595 2.76968 -2.21667
H 2.71645 1.70146 -3.24712
H 2.64788 -1.02379 1.95376
H 2.51711 -2.52949 1.05107
H 1.34557 -1.23618 0.78298
H 4.80412 -2.33272 0.45104

81
Properties=species:S:1:pos:R:3 method="wB97M-V/def2-TZVPD" total_energy_ev=-89752.894 total_charge=-2
Pt -0.02410 0.06650 -0.27390
N 4.83370 5.34910 -1.93900
C 4.57910 4.02260 -1.60230
C 4.92710 3.54440 -0.33940
C 4.63470 2.23970 0.00750
C 4.02920 1.39860 -0.90370
C 3.65630 1.86950 -2.14790
C 3.94580 3.17230 -2.50580
S 3.63250 -0.27810 -0.39610
O 3.48940 -1.06250 -1.59600
O 4.66620 -0.72430 0.51080
N 2.17300 -0.09810 0.28610
C 1.99780 0.33400 1.51050
N 0.68460 0.54170 1.83110
C 0.36520 0.90290 3.04620
C 1.33700 1.11490 4.01760
C 2.65000 0.93910 3.59910
N 2.98980 0.58010 2.38490
H 5.58570 5.78850 -1.43290
H 4.81240 5.56090 -2.92380
H 5.40260 4.21410 0.36730
H 4.86660 1.84000 0.98030
H 3.14650 1.20590 -2.82530
H 3.65520 3.56160 -3.47330
H -0.69240 1.04240 3.24130
H 1.07880 1.39700 5.02480
H 3.48190 1.11950 4.27400
C 1.44670 7.38730 0.21230
C 0.45680 6.27870 -0.03200
C -0.91610 6.52920 -0.02880
C -1.72360 5.43790 -0.32640
N -1.25900 4.23930 -0.58200
C 0.07700 4.07750 -0.55600
S 0.79800 2.59800 -0.98920
N 0.93960 5.08210 -0.28010
H 1.00670 8.34990 -0.04970
H 2.33830 7.20560 -0.38160
H 1.73940 7.41110 1.26180
H -1.32460 7.50980 0.17050
H -2.80230 5.55510 -0.38410
C 0.47010 -6.23830 -0.50320
C -0.32950 -5.00360 -0.09220
C -1.54650 -4.88500 -1.00300
C -0.79540 -5.22440 1.34370
Si 0.65560 -3.31180 -0.16400
O -0.19990 -2.21360 0.52660
C 1.06500 -2.96670 -2.00330
C 0.80220 -1.69880 -2.49840
C 1.07970 -1.33650 -3.80120
C 1.65080 -2.26000 -4.66040
C 1.93260 -3.53110 -4.19590
C 1.64410 -3.87100 -2.88680
C 2.32030 -3.62300 0.71470
C 3.34830 -4.41270 0.21770
C 4.52680 -4.58840 0.91910
C 4.70650 -3.95600 2.13510
C 3.70080 -3.15390 2.64390
C 2.52390 -2.99820 1.93780
H -0.11810 -7.14400 -0.31550
H 1.39640 -6.30860 0.06550
H 0.71120 -6.21610 -1.56370
H -2.16720 -5.78520 -0.95830
H -1.22850 -4.73310 -2.03190
H -2.14540 -4.02750 -0.71490
H -1.42630 -6.11690 1.41830
H -1.35560 -4.36480 1.69570
H 0.06630 -5.35590 1.99600
H 0.36240 -0.92760 -1.81200
H 0.86920 -0.33360 -4.14720
H 1.88740 -1.98860 -5.68260
H 2.39630 -4.25930 -4.85500
H 1.89030 -4.86950 -2.55510
H 3.23940 -4.89850 -0.74070
H 5.31820 -5.20760 0.50910
H 5.63480 -4.07900 2.67880
H 3.84420 -2.63870 3.58520
H 1.73360 -2.37560 2.33020
F -2.47190 1.26050 -1.57270
C -2.04110 0.21830 -0.79020
F -2.91360 0.26640 0.27390
F -2.50950 -0.87410 -1.50230

78
Properties=species:S:1:pos:R:3 method="wB97M-V/def2-TZVPD" total_energy_ev=-79502.531 total_charge=-1
K 0.98686 0.16467 0.18056
C 0.24206 1.87077 -5.57134
O 0.74276 1.65607 -4.28954
C 1.80646 0.75957 -4.16824
C 2.49026 0.26467 -5.24494
C 3.53416 -0.64663 -5.05944
C 3.84456 -1.05603 -3.79034
C 3.15576 -0.59653 -2.65834
C 3.52886 -1.19683 -1.41074
N 2.95826 -1.00033 -0.28254
N 3.44486 -1.75093 0.76166
C 2.79556 -1.63993 1.88736
O 1.75666 -0.94053 2.14596
C 3.36606 -2.47713 2.98686
C 2.98456 -2.22253 4.30296
C 3.46956 -2.99083 5.34266
C 4.35216 -4.02523 5.08806
C 4.74806 -4.28333 3.78476
C 4.26176 -3.51793 2.74226
C 2.10186 0.37747 -2.80384
O 1.44666 0.88597 -1.85394
H -0.65254 2.48407 -5.45914
H -0.03064 0.92867 -6.06494
H 0.95876 2.40917 -6.20674
H 2.23266 0.55947 -6.25374
H 4.06046 -1.03693 -5.91914
H 4.65186 -1.76533 -3.64504
H 4.36146 -1.91963 -1.45674
H 2.30026 -1.41103 4.50466
H 3.17046 -2.78003 6.36026
H 4.73036 -4.62973 5.90006
H 5.43806 -5.09453 3.58566
H 4.56346 -3.71713 1.72496
C -4.76054 -2.09593 -2.43084
N -4.40864 -0.71713 -2.58634
C -5.19444 0.27217 -3.11654
C -4.48684 1.41947 -3.09014
N -3.25414 1.14877 -2.52704
C -3.19784 -0.19243 -2.20644
S -1.97634 -1.08483 -1.58184
C -2.23764 2.09867 -2.35654
C -2.03974 3.07777 -3.32694
C -1.01164 3.98137 -3.12904
C -0.24284 3.87647 -1.98414
C -0.55254 2.88587 -1.06644
N -1.53804 2.02477 -1.23714
H -5.74754 -2.26093 -2.85704
H -4.76034 -2.36823 -1.37434
H -4.02734 -2.72403 -2.93854
H -6.18844 0.07747 -3.46794
H -4.77264 2.41127 -3.37494
H -2.64624 3.10827 -4.22054
H -0.80944 4.74557 -3.86614
H 0.58576 4.54047 -1.80574
H -0.00184 2.79897 -0.14494
N -0.51194 -2.40603 2.19636
C -1.57974 -1.74863 2.70386
C -1.60364 -1.31843 4.04936
C -2.72984 -0.69853 4.53336
C -3.80544 -0.48403 3.67376
C -3.70394 -0.97203 2.38436
N -2.64594 -1.60133 1.91006
H -0.56884 -2.53933 1.19546
H 0.41746 -2.07003 2.47616
H -0.74094 -1.48323 4.67516
H -2.77924 -0.36593 5.56326
H -4.68994 0.03627 4.00576
H -4.51974 -0.84353 1.67946
C -0.00454 1.50307 3.51556
C 0.25756 2.85237 2.92546
C -0.35794 4.02057 3.67126
O 0.87546 3.02547 1.90556
H -0.00044 1.52597 4.60206
H 0.71376 0.77887 3.13946
H -0.99494 1.18617 3.19486
H -0.27184 3.89597 4.74546
H -1.41424 4.07717 3.41766
H 0.12566 4.94407 3.36596

83
Properties=species:S:1:pos:R:3 method="wB97M-V/def2-TZVPD" total_energy_ev=-103770.449 multiplicity=2 total_charge=-2
Ti -0.64778 0.27172 0.64305
O -1.82655 1.65739 1.64225
N -1.25835 2.84745 1.80278
C -2.02427 3.93160 1.57736
C -1.53073 5.19558 1.75038
C -0.20024 5.34093 2.15140
C 0.57278 4.22586 2.35284
C 0.05852 2.92865 2.16361
S 0.94048 1.48542 2.32530
H -3.01923 3.69730 1.23086
H -2.16086 6.04574 1.53488
H 0.22924 6.32732 2.27384
H 1.61725 4.30170 2.61903
O -3.03972 3.44696 -3.90241
C -2.54979 2.73647 -3.04149
C -1.19683 3.05934 -2.31231
O -0.48350 4.04030 -2.53915
C -1.05387 1.99336 -1.39755
C -2.11759 1.07015 -1.51897
O -2.04666 0.02544 -0.75240
C -3.09957 1.46217 -2.49713
O -4.18439 0.89719 -2.81185
O -0.09142 1.67650 -0.50784
C 4.13052 -0.52501 -1.62819
P 2.59399 0.36368 -1.09590
C 3.27405 2.04044 -0.78122
C 2.52267 3.19141 -1.03666
C 2.99766 4.43887 -0.66082
C 4.22262 4.56932 -0.01860
C 4.97878 3.43478 0.23831
C 4.50689 2.18508 -0.14227
C 1.78876 0.57638 -2.73085
C 2.23321 1.47698 -3.69804
C 1.54401 1.62704 -4.89108
C 0.40287 0.87315 -5.13540
C -0.03626 -0.04020 -4.18928
C 0.65410 -0.18830 -2.99295
H 4.73938 0.04657 -2.33278
H 3.80255 -1.45068 -2.10367
H 4.72861 -0.79467 -0.75663
H 1.56190 3.13092 -1.53169
H 2.39103 5.31075 -0.87587
H 4.58456 5.54689 0.28028
H 5.93710 3.51844 0.73900
H 5.10800 1.31068 0.07752
H 3.10074 2.09614 -3.49842
H 1.87500 2.36148 -5.61609
H -0.16357 1.02426 -6.04632
H -0.94893 -0.60037 -4.35077
H 0.27661 -0.86897 -2.23657
C -4.61480 0.46737 0.42079
N -4.65183 -0.88064 0.96967
C -5.77260 -1.70554 0.57925
C -6.18535 -2.57585 1.74871
C -5.00534 -3.44890 2.12604
N -3.76085 -2.71668 2.09641
C -2.62234 -3.41545 2.65298
C -3.57740 -1.43972 1.59239
O -2.47928 -0.91072 1.72748
H -5.52907 0.98813 0.72948
H -4.56088 0.44793 -0.67002
H -3.75130 0.99018 0.81390
H -5.52010 -2.32568 -0.29127
H -6.58098 -1.04167 0.27270
H -7.04553 -3.20036 1.49779
H -6.46257 -1.93052 2.58596
H -4.94116 -4.30440 1.43788
H -5.14416 -3.86738 3.13090
H -2.76673 -3.60064 3.72369
H -1.72325 -2.81826 2.53048
H -2.49331 -4.38083 2.15095
N 3.45132 -4.39977 2.31899
C 2.16279 -3.91852 1.98475
N 1.38473 -4.85558 1.30948
N 1.80272 -2.75162 2.29952
C 0.68423 -2.07737 2.50269
N 0.25045 -1.31880 1.48409
H 3.90595 -4.80598 1.51236
H 4.00734 -3.65528 2.71557
H 1.14833 -5.67819 1.84307
H 0.62522 -4.40763 0.79783
O 0.03756 -2.81912 -0.29713
C -0.00927 -1.68542 0.18140

76
Properties=species:S:1:pos:R:3 method="wB97M-V/def2-TZVPD" total_energy_ev=-250474.533 total_charge=+3
Ir -0.13692 -0.03860 0.30098
F 5.82744 0.03555 4.28511
C 4.57470 0.04857 3.91193
C 3.56113 0.08412 4.85861
F 3.84891 0.10857 6.13739
C 2.23867 0.09377 4.43877
F 1.28112 0.14143 5.35557
C 1.89392 0.06167 3.09241
P 0.13887 -0.02615 2.65975
C -0.64320 1.43442 3.35144
C 0.08545 2.61654 3.49576
C -0.53791 3.75204 3.99567
C -1.88420 3.71335 4.33550
C -2.61746 2.54351 4.16369
C -2.00838 1.40788 3.65028
C -0.47465 -1.51320 3.45257
C -0.20739 -2.72322 2.80886
C -0.58027 -3.91953 3.39868
C -1.24944 -3.90765 4.61728
C -1.51434 -2.70457 5.25776
C -1.12608 -1.50261 4.68449
C 2.93226 0.03545 2.17028
Br 2.58259 0.01787 0.30996
C 4.25344 0.03185 2.55802
F 5.21796 0.01356 1.65537
H 1.14152 2.64777 3.25254
H 0.03041 4.66278 4.13297
H -2.36559 4.59983 4.72827
H -3.66369 2.51534 4.44128
H -2.58406 0.49939 3.51482
H 0.32147 -2.73092 1.85857
H -0.35009 -4.85980 2.91360
H -1.56380 -4.83913 5.06972
H -2.01027 -2.70076 6.21955
H -1.29914 -0.57687 5.21719
C -2.17164 -3.39506 0.51615
As -2.01280 -1.59967 -0.15513
C -2.41014 -1.83687 -2.03022
C -3.50554 -0.64812 0.59478
C -4.61124 -1.32919 1.09026
C -5.67608 -0.61534 1.62982
C -5.63679 0.77138 1.66318
C -4.53208 1.44973 1.15934
C -3.46567 0.73279 0.63286
As -1.92420 1.63274 -0.07807
C -1.89404 3.37608 0.72111
C -2.40496 2.01396 -1.91101
H -3.02770 -3.83747 0.00698
H -2.30518 -3.39926 1.59136
H -1.27812 -3.95939 0.25458
H -3.46140 -2.11632 -2.09014
H -1.79442 -2.64806 -2.41527
H -2.22910 -0.93662 -2.60921
H -4.66006 -2.41004 1.05527
H -6.53174 -1.14537 2.02650
H -6.46251 1.32821 2.08609
H -4.51759 2.53240 1.17801
H -2.77159 3.90166 0.34474
H -1.00061 3.90517 0.39264
H -1.90789 3.31338 1.80198
H -3.44828 2.32680 -1.88126
H -2.29884 1.14834 -2.55778
H -1.78816 2.83094 -2.28012
C 1.85586 0.71340 -3.57228
C 2.17579 -0.73562 -3.16864
C 0.87077 -1.21683 -2.57325
O 0.31138 -0.04584 -1.89894
C 0.78635 1.16520 -2.57578
H 1.46821 0.74430 -4.58841
H 2.73362 1.35366 -3.52913
H 2.98141 -0.77161 -2.43381
H 2.47040 -1.34654 -4.01883
H 0.97176 -2.02121 -1.84402
H 0.17455 -1.52298 -3.35492
H 1.17496 1.85080 -1.82062
H -0.05799 1.64294 -3.06603